Entry 1:
{"formula": "H39O20", "method": "ωB97M-V/def2-TZVPD", "homo_energy_ev": -6.78, "lumo_ha": 0.0710, "largest_force_ev_per_a": 5.62, "homo_lumo_gap_ha": 0.3202, "charge": -1, "e_above_lowest_kj_mol": 645.8, "symbols": ["O", "H", "O", "H", "H", "O", "H", "H", "O", "H", "H", "O", "H", "H", "O", "H", "H", "O", "H", "H", "O", "H", "H", "O", "H", "H", "O", "H", "H", "O", "H", "H", "O", "H", "H", "O", "H", "H", "O", "H", "H", "O", "H", "H", "O", "H", "H", "O", "H", "H", "O", "H", "H", "O", "H", "H", "O", "H", "H"], "coordinates": [[0.946, -3.590, 0.710], [-0.072, -4.134, 0.940], [-0.708, 0.134, -2.359], [-1.084, -0.745, -2.283], [-0.756, 0.826, -1.734], [1.734, 1.526, 0.015], [1.877, 1.596, 1.008], [2.450, 1.049, -0.535], [2.868, 0.710, -2.332], [2.630, -0.194, -2.125], [1.600, -3.617, 1.370], [-1.000, -1.545, -0.590], [-1.296, -2.253, -0.079], [-0.725, -0.815, -0.066], [-0.681, -1.764, 1.984], [0.393, -1.821, 2.018], [2.374, 0.852, -3.243], [3.078, 4.756, -0.189], [3.801, 4.744, -0.716], [2.712, 3.887, -0.057], [-3.017, 1.485, -3.709], [-2.639, -1.885, 3.228], [0.722, -1.154, -1.968], [0.584, 2.486, 2.977], [-0.122, 2.208, 3.441], [0.690, 3.315, 2.559], [0.472, 1.459, -4.154], [0.378, 1.870, -3.352], [0.868, 0.638, -3.995], [-2.657, -1.737, 4.190], [2.750, -1.231, 1.463], [-2.356, -2.636, 4.508], [-1.201, -4.283, 1.314], [-1.416, -4.913, 0.609], [-0.771, -2.714, 1.630], [2.069, -1.556, 2.041], [2.287, -1.145, 2.841], [-2.317, 0.817, -3.576], [1.161, -1.487, -2.815], [-3.471, 1.587, -2.896], [1.674, -2.308, -2.444], [-2.590, 2.896, 1.229], [-2.497, 2.034, 0.867], [-2.495, 2.825, 2.182], [-3.305, 3.836, -1.888], [-2.963, 2.955, -1.543], [-2.572, 4.444, -1.662], [-3.151, -0.425, 0.409], [-2.678, -0.082, 1.238], [-2.774, -1.295, 0.655], [2.747, -3.711, -1.281], [1.923, -3.687, -0.519], [3.127, -4.597, -1.245], [-0.038, -1.203, 4.536], [-0.222, -1.836, 3.907], [-0.776, -0.592, 4.666], [1.252, 3.653, -1.774], [1.413, 3.164, -0.944], [1.774, 3.205, -2.463]], "forces_ev_per_a": [[0.3, -0.2, -2.6], [0.0, 0.5, 0.8], [0.6, 0.3, -2.8], [-0.5, 0.3, 1.5], [-0.9, 0.1, 1.6], [1.0, -0.2, 0.9], [0.1, -0.7, -1.9], [-1.3, 1.2, 1.4], [-0.8, 1.0, -2.5], [-0.3, -0.8, -0.4], [1.0, -0.2, 1.4], [0.5, 0.3, -3.3], [-0.1, -1.8, 1.6], [0.2, 0.3, 1.2], [3.2, -1.7, 0.2], [-3.3, 0.9, -0.5], [1.6, -0.3, 2.9], [-3.0, 1.2, 3.4], [3.2, -0.6, -2.5], [0.4, -0.3, -0.3], [0.9, -0.5, -1.4], [0.2, 0.2, 0.3], [0.5, -0.6, -1.7], [5.1, -0.9, -2.1], [-3.9, -0.4, 2.0], [-1.1, 1.3, 0.0], [0.6, 1.0, -4.2], [-0.6, 1.4, 3.1], [0.1, -2.2, 0.5], [-0.1, -1.8, 0.1], [0.2, -0.1, -0.9], [-0.5, 1.6, -0.3], [-0.3, -0.9, -0.8], [-0.5, 0.2, 0.4], [-0.6, 1.2, 0.6], [0.0, -0.6, -0.9], [0.1, 0.9, 2.3], [-0.3, 0.5, 0.2], [1.3, -1.8, 2.8], [-0.6, 0.0, 1.1], [-1.1, 1.7, -1.1], [-0.1, 1.4, 0.4], [0.1, -1.2, -0.3], [0.0, -0.2, -0.1], [1.2, -1.1, 1.0], [-0.6, 1.8, -0.6], [-0.6, -0.5, -0.2], [1.3, 0.2, 3.2], [-1.2, 0.5, -1.4], [-0.7, -0.2, -1.3], [-1.9, 0.3, 1.6], [1.7, -0.3, -1.3], [-0.3, 0.2, 0.0], [2.0, 2.8, 3.4], [-1.4, -1.6, -2.5], [0.0, -0.9, -0.5], [-0.3, -0.3, -0.5], [-0.3, -0.3, -0.9], [-0.2, 0.1, 0.6]]}

Entry 2:
{"formula": "C8H13N4", "method": "ωB97M-V/def2-TZVPD", "homo_energy_ev": -11.36, "lumo_ha": -0.1114, "largest_force_ev_per_a": 4.96, "homo_lumo_gap_ha": 0.3060, "charge": 1, "e_above_lowest_kj_mol": 450.7, "symbols": ["C", "C", "C", "C", "C", "C", "C", "C", "N", "N", "N", "N", "H", "H", "H", "H", "H", "H", "H", "H", "H", "H", "H", "H", "H"], "coordinates": [[-2.400, -1.056, 0.192], [-2.156, 1.074, -0.078], [-1.011, -0.808, 0.270], [-0.849, 0.626, 0.069], [0.078, -1.746, 0.255], [0.469, 1.254, 0.156], [1.883, -0.126, -0.215], [2.668, 0.118, -1.474], [1.249, -1.330, -0.032], [-3.065, 0.047, 0.031], [-4.404, 0.082, -0.059], [2.888, -0.080, 0.889], [-2.835, -2.010, 0.356], [-2.590, 2.048, -0.188], [0.040, -2.763, 0.514], [0.680, 2.267, -0.356], [0.791, 1.380, 1.278], [3.472, -0.672, -1.626], [3.179, 1.058, -1.603], [2.006, 0.092, -2.448], [-4.749, -0.694, 0.582], [-4.735, 1.103, 0.165], [3.778, -0.154, 0.431], [2.564, -0.615, 1.693], [3.052, 0.904, 1.194]], "forces_ev_per_a": [[2.7, -2.1, 0.9], [0.2, 1.2, 0.0], [-1.2, 0.5, -0.5], [-1.5, -1.7, -0.1], [0.1, 3.2, -0.3], [3.9, 0.6, 1.4], [-4.2, 2.7, -0.1], [-0.7, -1.5, -3.3], [2.1, -2.4, -0.3], [3.0, 0.6, -0.1], [-3.1, 1.5, 0.9], [-0.3, 3.4, 0.5], [-0.6, -0.5, -0.1], [0.3, 0.4, -0.1], [-0.6, -1.4, 0.1], [-0.5, -1.9, 0.6], [-0.8, 0.0, -1.8], [-1.0, 0.6, 0.2], [0.0, 0.7, 0.7], [1.0, -0.2, 2.1], [0.0, 2.0, -0.9], [0.4, -3.0, -0.2], [1.0, -1.9, 0.3], [0.8, -0.6, -0.1], [-0.9, -0.4, 0.2]]}

Entry 3:
{"formula": "C5H10N", "method": "ωB97M-V/def2-TZVPD", "homo_energy_ev": -14.72, "lumo_ha": -0.1773, "largest_force_ev_per_a": 3.76, "homo_lumo_gap_ha": 0.3636, "charge": 1, "e_above_lowest_kj_mol": 335.6, "symbols": ["C", "C", "C", "C", "C", "N", "H", "H", "H", "H", "H", "H", "H", "H", "H", "H"], "coordinates": [[2.919, 0.344, 0.848], [-1.375, 0.426, 0.848], [0.592, 0.100, 0.082], [-2.441, -0.187, 0.059], [0.559, -0.425, -1.396], [1.803, 0.138, 0.398], [3.200, 1.328, 0.916], [3.636, -0.506, 1.055], [-1.167, 1.488, 0.755], [-1.269, 0.080, 1.873], [-3.362, 0.079, 0.589], [-2.365, -1.231, 0.190], [-2.535, 0.080, -1.037], [0.373, -1.477, -1.323], [1.533, -0.318, -1.786], [-0.101, 0.080, -2.072]], "forces_ev_per_a": [[2.4, -2.5, 0.4], [3.1, 0.9, 0.1], [-1.4, -1.4, -2.2], [0.0, 0.4, -1.4], [-0.4, 1.0, 1.3], [-3.5, -0.1, 1.3], [1.2, 2.3, 0.1], [-1.0, 1.0, 0.1], [-0.4, 0.0, 0.0], [0.1, -0.1, -0.2], [-0.1, 0.3, -0.1], [-0.1, -1.4, -0.2], [0.2, -0.1, 1.4], [-0.5, -0.6, 0.0], [1.2, 0.1, -0.6], [-0.8, 0.1, 0.0]]}